This record from the OMol25 dataset describes a gas-phase ion, C4H13N2 (charge +1) at a distorted geometry. The level of theory is ωB97M-V/def2-TZVPD.

Each line ends with the Mulliken charge.
Cartesian coordinates (Å):
C (2.34941, -0.11995, -0.77512)  -0.87
H (-1.48127, 0.00238, -1.30157)  0.45
H (2.28190, -1.20098, -0.69877)  0.38
H (-0.43735, 0.34776, 2.25590)  0.38
H (-1.26925, -1.57953, -0.63689)  0.37
N (-2.46906, -0.43736, 0.55424)  -0.52
H (0.58217, -0.97846, 0.63859)  0.16
H (-2.68479, -1.34424, 0.93218)  0.25
H (0.57374, -0.04029, -1.76644)  0.39
H (0.75180, 1.51642, 1.61667)  0.39
H (0.85954, 1.34886, -1.04807)  0.38
H (2.96736, 0.15277, -1.62596)  0.35
C (-1.33806, -0.51947, -0.34103)  -0.89
H (-3.26630, -0.03533, 0.08892)  0.22
H (-1.00047, 1.49451, 1.22356)  0.36
C (0.04888, -0.12238, 0.22376)  0.43
H (2.71229, 0.28640, 0.17060)  0.34
N (0.91961, 0.33945, -0.87648)  -0.23
C (-0.10014, 0.88942, 1.36593)  -1.35

Cartesian forces (eV/Å) of the 3 atoms listed first:
-0.350 -0.063 0.951
-0.302 0.258 0.462
0.227 -0.054 -0.009

## Properties
structure (SMILES): C[NH2+][C@@H](C)CN
total charge: +1
LUMO level: -3.24 eV
molecular weight: 89.162 u
energy above the lowest of the compared OMol25 structures with the same formula, charge and spin: 1.3361 eV